The following is a DFT calculation (ωB97M-V/def2-TZVPD) of C20H38BrCaLiN3O11S as an isolated structure at a distorted geometry.

Total charge   +1
Orbital gap   1.64 eV
Electronic energy   -5433.461389 Eh
Multiplicity   1
LUMO   -4.36 eV

Structure (XYZ):
```
76
Properties=species:S:1:pos:R:3:forces:R:3:lowdin_charge:R:1
H -5.28297 1.10552 2.21224 0.79 -0.80 0.08 0.15
O -1.36984 1.47925 -0.06928 0.09 -0.52 -0.34 0.04
H 4.76442 -5.09942 -4.41450 0.06 0.22 -0.01 0.10
C -6.52792 -1.22874 2.92143 1.09 -0.56 1.14 -0.17
O -0.33611 0.62245 -2.41466 -0.52 0.34 0.41 0.07
N -5.55696 -0.94891 1.85653 -0.28 0.53 0.44 -0.07
H 7.56226 0.12671 -2.05566 0.00 -0.01 0.10 0.13
C -2.03549 1.78342 -3.54088 -0.19 0.07 -0.16 0.08
H 8.57772 -1.34623 -2.11958 -0.01 0.06 0.20 0.13
C 8.29782 -0.00302 -4.46170 0.06 -0.15 0.13 -0.11
H -7.06212 -2.19509 2.75458 0.33 0.92 -0.11 0.13
H 2.88482 -1.98056 -3.81000 0.04 -0.04 0.02 0.13
H -0.01278 -2.45579 2.40627 -0.90 0.30 0.35 0.05
C -3.10807 2.73410 -1.04212 0.19 -0.44 0.23 0.07
O 5.24018 -0.99661 -1.58696 0.16 -0.34 -0.19 -0.17
C 4.06428 -4.47498 -3.86163 -0.22 -0.78 -0.57 -0.04
Br 5.49583 -1.86174 -4.86472 3.11 -0.50 -8.39 1.03
O -4.78887 3.91908 -2.16537 0.65 -0.60 -0.46 0.11
H 3.09676 -4.48970 -4.36726 0.02 0.09 0.03 0.10
H 3.33781 -2.66233 -2.22183 0.13 -0.09 -0.02 0.13
S 0.09463 4.32989 0.76125 -3.33 3.89 0.05 0.16
C -3.70949 3.10634 -2.17401 -0.67 0.54 0.57 -0.22
C -0.75152 -2.05547 3.15614 0.81 -0.12 0.98 -0.18
C 4.46006 -0.88764 -2.78367 -0.56 0.76 1.86 -0.31
H -1.30225 1.67670 4.46039 -0.51 -0.29 -1.03 0.13
H 6.33456 -2.69089 -2.17334 0.07 0.06 -0.13 0.11
C -4.64644 0.16897 2.17834 -0.81 -0.17 -0.20 -0.13
H -3.95494 0.30025 1.31204 -0.22 -0.04 1.00 0.12
H 3.70552 -0.12437 -2.56998 -0.22 -0.28 0.18 0.12
N -5.07735 -0.08397 4.58716 1.32 -1.14 -0.22 0.08
H -7.27098 -0.40021 3.08202 0.63 -0.67 -0.48 0.13
H -3.55698 1.71532 4.82123 0.43 -0.16 -0.43 0.12
H -1.83332 -2.24750 2.86640 1.04 0.43 0.27 -0.02
Ca 2.50283 2.80303 0.89938 -2.47 1.22 -0.24 1.45
H -3.45173 3.06161 -0.07142 0.13 0.12 -0.03 0.13
C 3.71814 -2.20371 -3.13701 -0.49 0.83 0.78 -0.22
Li -1.89972 -3.25596 1.13151 0.19 -0.02 -0.20 0.35
H -3.28323 -0.81590 3.75097 -0.41 0.71 -0.26 0.14
H -4.93347 -2.20966 4.05755 -0.41 1.16 0.53 0.13
H -1.67976 1.46860 -4.51246 -0.01 0.01 0.02 0.14
H 6.79675 -1.90297 -0.67128 -0.04 0.09 -0.04 0.13
O 0.74373 5.63368 0.94749 0.82 -0.91 -0.02 -0.37
C -5.69741 -1.41202 4.27642 -1.95 -1.03 -0.51 -0.11
C -0.44243 -0.54065 3.49138 -0.82 -0.42 -0.05 -0.23
H 9.35317 -0.14313 -4.20692 0.01 0.10 -0.01 0.09
C -1.93998 1.85603 -1.07812 -0.50 0.73 0.33 -0.31
C -3.22117 2.64432 -3.50433 0.35 -0.18 -0.46 -0.31
C -1.91518 1.56889 3.51489 1.08 1.75 -0.56 -0.18
H -0.57657 -2.65667 4.09891 -0.23 0.39 -1.09 0.08
C 7.60674 -0.91537 -2.38952 -0.32 -0.45 -0.45 -0.18
C -3.93082 0.08436 3.59340 -0.18 1.36 -0.70 -0.29
H -0.71721 -0.38870 4.57664 0.22 -0.09 -1.13 0.10
H -0.44590 1.05921 2.00340 -1.11 -0.27 0.42 0.07
H -6.32240 -1.75961 5.13907 0.48 0.51 -0.71 0.14
O 4.59437 -3.13704 -3.81874 -2.65 -2.24 3.66 -0.66
N -3.33358 1.38086 3.88105 -0.38 -1.14 0.16 -0.02
O -3.80801 2.99064 -4.51166 -0.15 0.10 0.25 0.12
H -0.10220 0.50671 -1.47645 -0.02 0.04 0.02 0.09
H 8.17624 -0.12460 -5.53827 -0.06 -0.10 0.09 0.09
H 0.66980 -0.36224 3.44666 -1.18 -0.25 -0.06 0.11
H 5.06880 -0.51112 -3.61579 -0.93 0.73 1.69 -0.03
H 7.97546 1.00578 -4.18708 0.09 0.05 0.04 0.09
H -1.88826 0.02828 1.80995 0.41 0.39 0.77 0.07
H -1.82263 2.57630 3.00849 -0.15 -1.11 0.43 0.12
H -4.67308 -0.09728 5.53308 -0.29 0.26 -0.25 0.18
O -1.32724 4.50114 0.45713 0.71 -0.70 0.10 -0.34
O 0.76678 3.60668 -0.36300 2.30 -1.83 -0.38 -0.56
C -1.43428 1.41553 -2.40953 0.63 -0.34 -0.57 -0.22
O 0.25973 3.51881 1.99840 1.99 -1.85 0.48 -0.49
C -1.23789 0.51176 2.57634 1.44 -0.13 1.30 -0.19
H -5.06134 -1.78146 1.54060 -0.22 0.18 0.14 0.07
C 6.48544 -1.71785 -1.70147 0.02 0.66 -0.10 -0.16
H -5.03280 4.03570 -3.10113 -0.07 0.08 0.00 0.12
H 3.97093 -4.86848 -2.84732 0.01 0.20 0.05 0.10
O 7.49028 -0.97695 -3.81454 1.60 1.20 1.14 -0.44
H -5.71844 0.71297 4.47848 0.00 -0.31 0.11 0.18
```
Positions in Å, forces in eV/Å.